(1)
{
  "formula": "C29H24CoN6O5S2",
  "method": "the ωB97M-V functional and the def2-TZVPD basis",
  "symbols": ["Co", "S", "S", "O", "O", "O", "O", "O", "N", "N", "N", "N", "N", "N", "C", "C", "C", "C", "C", "C", "C", "C", "C", "C", "C", "C", "C", "C", "C", "C", "C", "C", "C", "C", "C", "C", "C", "C", "C", "C", "C", "C", "C", "H", "H", "H", "H", "H", "H", "H", "H", "H", "H", "H", "H", "H", "H", "H", "H", "H", "H", "H", "H", "H", "H", "H", "H"],
  "coordinates": [[-0.1302, -0.2993, -0.1487], [0.0063, 1.8960, -1.1327], [-1.8517, -0.7256, -1.8149], [-1.3329, 0.1902, 1.1403], [-0.2762, -2.2562, 0.6416], [-3.8410, -1.2227, 6.6265], [1.3920, 0.0347, 1.4867], [-3.0135, -3.1432, 6.1168], [-1.9014, 3.1904, -2.3689], [3.2005, -0.4190, 2.7524], [5.1140, -2.8869, 0.9319], [-3.2533, -1.9786, 5.8847], [-3.0088, 0.9176, -3.4845], [1.3478, -0.9708, -1.1774], [3.0587, -1.3908, 0.5688], [2.4926, -0.5415, 1.6237], [-1.2119, 6.2529, -3.8441], [-7.0174, 0.4662, -2.0061], [-5.6967, 0.2000, -2.3298], [0.4046, 4.4746, -3.9343], [0.9355, 5.0172, -5.0935], [-1.4013, 2.0240, -2.0317], [-2.9276, -0.0656, 4.3504], [-3.8628, -0.1653, -4.0071], [-7.9593, 0.6410, -3.0144], [-3.1781, 2.2082, -4.1604], [-1.2674, 4.4871, -2.0548], [-2.0587, -2.2332, 3.7638], [4.2024, -2.2075, 0.7506], [-1.5579, -1.7029, 2.5712], [-3.1490, 3.2932, -3.1353], [-0.6752, 5.0913, -3.3047], [-0.8399, -2.5821, 1.6850], [-5.3075, 0.1106, -3.6651], [-0.6751, 6.8001, -5.0035], [-2.1464, 0.7719, -2.5026], [-2.7295, -1.4176, 4.6303], [2.2638, -1.3073, -0.5275], [-2.4480, 0.4644, 3.1785], [-6.2505, 0.2887, -4.6683], [0.3952, 6.1810, -5.6295], [-7.5767, 0.5490, -4.3435], [-1.7556, -0.3415, 2.2632], [-3.7236, -0.2009, -5.0882], [-4.1379, 2.1981, -4.6716], [-3.1683, 4.2667, -3.6196], [-7.3170, 0.5276, -0.9680], [-2.0436, 6.7445, -3.3502], [0.8153, 6.6076, -6.5307], [4.0898, -0.8759, 2.8682], [-8.3081, 0.6800, -5.1300], [-4.9654, 0.0455, -1.5424], [-5.9535, 0.2111, -5.7088], [-2.5830, 1.5095, 2.9357], [0.8398, 3.5768, -3.5085], [-0.7866, -3.6379, 1.9810], [1.7786, 4.5390, -5.5748], [-2.3826, 2.3436, -4.8977], [2.8248, 0.1315, 3.5057], [-8.9914, 0.8428, -2.7608], [-1.9188, -3.2787, 4.0088], [-4.0020, 3.2155, -2.4569], [-3.5255, -1.1076, -3.5912], [-3.4608, 0.5437, 5.0667], [-1.0934, 7.7101, -5.4132], [-0.5191, 4.3317, -1.2854], [-2.0471, 5.1348, -1.6533]],
  "mol_weight_g_mol": 659.615,
  "homo_ev": [-11.2616, -11.0554],
  "lumo_energy_ev": [-4.26, -5.22],
  "total_charge": 1,
  "multiplicity": 5,
  "energy_ev": -108929.421,
  "s2": 6.021
}

=====

(2)
{
  "formula": "C36H27ClN5O8Y",
  "method": "the ωB97M-V functional and the def2-TZVPD basis",
  "symbols": ["Y", "Cl", "O", "O", "O", "O", "O", "O", "O", "O", "N", "N", "N", "N", "N", "C", "C", "C", "C", "C", "C", "C", "C", "C", "C", "C", "C", "C", "C", "C", "C", "C", "C", "C", "C", "C", "C", "C", "C", "C", "C", "C", "C", "C", "C", "C", "C", "C", "C", "C", "C", "H", "H", "H", "H", "H", "H", "H", "H", "H", "H", "H", "H", "H", "H", "H", "H", "H", "H", "H", "H", "H", "H", "H", "H", "H", "H", "H"],
  "coordinates": [[-0.3011, -0.0330, -0.0018], [-1.3432, -6.1731, -3.7891], [1.3522, -0.9983, -0.9968], [-0.6184, 0.9798, 2.1282], [1.7611, -8.4437, -4.0375], [2.3347, 0.4171, 1.6410], [0.2298, 2.9452, 2.7453], [2.6156, 3.0451, -0.7700], [-1.7815, -1.6114, -0.1309], [0.8754, 1.9308, 0.1103], [3.8423, -6.6549, 0.8099], [0.5635, -1.7979, 1.4499], [-1.0558, -0.0399, -2.2680], [3.6173, -5.5461, 1.3120], [-1.8743, 1.9224, -0.6947], [-1.7033, -5.0098, -1.3546], [-1.6437, -2.6085, -0.9519], [-1.1128, 1.2333, -2.8578], [2.1359, 2.1770, -0.0734], [-1.4299, 3.8467, -3.8255], [4.1669, -7.6028, -1.3869], [3.3084, -4.0593, -0.6538], [3.6940, -8.0654, -2.6118], [2.7701, -2.8908, -1.2138], [2.9744, -4.4758, 0.6103], [-2.6848, 4.1485, -0.3415], [1.4553, -7.4828, -1.9332], [3.0464, 1.2282, 0.7074], [-1.2279, -1.1206, -2.9344], [-1.4356, -4.8081, -2.7113], [1.4939, -2.5454, 0.7963], [-1.7974, 3.5556, -2.4900], [-1.2694, -3.5382, -3.1936], [-1.8149, -3.9381, -0.5024], [-2.3565, 4.5116, -1.6145], [2.0634, -3.6974, 1.3718], [1.7609, 1.1374, 2.6946], [1.8721, -2.1007, -0.5209], [-1.6028, 2.2545, -1.9909], [3.3049, -7.0385, -0.4681], [1.6637, -4.0323, 2.6838], [0.7342, -3.2618, 3.3251], [-0.9023, 2.8692, -4.6168], [2.6211, -8.9404, -5.0450], [0.3591, 1.6735, 2.4140], [1.9368, -6.9950, -0.7382], [-2.4043, 2.8343, 0.0791], [-1.3425, -2.4283, -2.3353], [0.1940, -2.1503, 2.6575], [2.3336, -8.0045, -2.8844], [-0.7475, 1.5513, -4.1369], [5.2205, -7.6742, -1.1472], [-0.3236, 0.7929, -4.7829], [0.3980, -7.4634, -2.1644], [-1.8357, -6.0187, -0.9841], [-1.3445, -1.0824, -4.0211], [3.0695, -2.5784, -2.2063], [0.4055, -3.4954, 4.3287], [-1.5604, 4.8545, -4.1994], [3.5074, 0.5368, 0.0047], [1.6414, 0.4447, 3.5316], [3.3443, -8.1837, -5.3599], [3.1560, -9.8327, -4.7092], [4.0212, -4.6289, -1.2346], [2.3935, 1.9696, 3.0117], [-2.6153, 2.5286, 1.0994], [-2.5233, 5.5218, -1.9685], [-2.0372, -4.0855, 0.5468], [2.1025, -4.8978, 3.1624], [3.8283, 1.8002, 1.2130], [4.3894, -8.4840, -3.3239], [1.2535, -6.5808, -0.0076], [-1.0724, -3.3852, -4.2482], [-3.1326, 4.8490, 0.3495], [-0.5641, -1.5351, 3.1302], [-0.6880, 3.2140, 2.5702], [-0.5982, 3.0980, -5.6296], [1.9848, -9.1999, -5.8861]],
  "mol_weight_g_mol": 781.998,
  "homo_ev": -7.2234,
  "lumo_energy_ev": -0.65,
  "total_charge": 0,
  "multiplicity": 1,
  "energy_ev": -75171.588,
  "de_lowest_kj_mol": 76.52
}

=====

(3)
{
  "formula": "C25H63F4HgN5O23S4",
  "method": "the ωB97M-V functional and the def2-TZVPD basis",
  "symbols": ["Hg", "S", "S", "S", "S", "F", "F", "F", "F", "O", "O", "O", "O", "O", "O", "O", "O", "O", "O", "O", "O", "O", "O", "O", "O", "O", "O", "O", "O", "O", "O", "O", "N", "N", "N", "N", "N", "C", "C", "C", "C", "C", "C", "C", "C", "C", "C", "C", "C", "C", "C", "C", "C", "C", "C", "C", "C", "C", "C", "C", "C", "C", "H", "H", "H", "H", "H", "H", "H", "H", "H", "H", "H", "H", "H", "H", "H", "H", "H", "H", "H", "H", "H", "H", "H", "H", "H", "H", "H", "H", "H", "H", "H", "H", "H", "H", "H", "H", "H", "H", "H", "H", "H", "H", "H", "H", "H", "H", "H", "H", "H", "H", "H", "H", "H", "H", "H", "H", "H", "H", "H", "H", "H", "H", "H"],
  "coordinates": [[-2.9439, 2.3385, 2.2949], [-2.4114, 0.0370, -0.4046], [-0.6212, 0.1022, 1.2913], [-5.3435, 4.6267, 3.6746], [-6.0104, 3.8125, 1.4580], [-3.9914, 4.8806, 4.5366], [-5.6371, 2.2836, 0.9946], [-0.2157, 1.0674, 2.5120], [-3.9672, 0.3629, -0.4568], [-3.4305, 0.2351, 5.7016], [4.2834, 0.1590, 2.6654], [-1.0542, 3.9068, 2.4615], [-1.8461, -1.6577, 7.5814], [10.7094, -2.7300, 3.0761], [-4.0864, 0.9672, -5.5578], [-5.7699, 5.9657, 3.4095], [-8.6424, -0.4134, -6.3004], [-2.9480, 3.5490, 0.1721], [-0.5517, -1.1142, 2.0461], [-2.2897, -1.3785, -0.5571], [-2.3502, 1.7426, 4.5007], [-0.3618, -1.4417, 5.0306], [-4.2664, 0.9346, 3.7419], [-1.9830, 0.9182, -1.4511], [0.6237, -4.6726, -0.6011], [0.3385, 0.5416, 0.2821], [1.8189, 0.1982, -2.6359], [1.0920, -2.0220, -0.7727], [-6.1335, 3.8347, 4.5838], [-7.3935, 3.5574, 1.7811], [4.9515, -2.5729, 0.0372], [-5.7146, 4.5311, 0.2469], [7.6257, -1.2267, 3.0368], [-4.6910, 3.8450, 2.5455], [-6.7733, 1.4429, -4.7829], [-2.0670, 0.6598, 1.1578], [4.4046, 0.6524, -1.7400], [-7.9646, 0.8117, -4.1955], [10.7035, -3.5035, 1.9019], [4.1598, -1.7172, -0.7819], [2.9403, -0.3335, 2.4614], [6.4607, -0.6787, 2.2861], [-3.4243, 1.0428, 4.7185], [8.8173, -1.2172, 2.1673], [4.2771, -3.7489, 0.4163], [-5.6211, 1.3609, -3.8810], [2.8170, 0.4788, -3.6029], [-1.7902, 4.3737, 0.1233], [4.2544, 0.2360, -3.1516], [-4.2952, 1.8255, -4.4689], [1.0606, -2.7273, -2.0071], [10.1172, -1.4236, 2.9392], [4.9658, -0.4038, -0.9026], [-8.8528, -1.7319, -5.8196], [-8.9872, 0.5647, -5.3254], [0.5572, 0.8126, -2.7611], [-3.3533, 1.5657, -6.6002], [-1.8809, -2.6463, 6.5269], [-0.5040, -2.5647, 5.8664], [-1.2575, 4.9027, 1.4409], [5.2005, -0.8263, 3.1159], [0.1802, -3.9494, -1.7487], [-3.5361, 1.7327, -3.6807], [10.9048, -2.8259, 1.0636], [-8.4122, 1.4266, -3.4186], [-5.9927, 1.8610, -2.9791], [1.0261, -4.0552, 0.0192], [4.3539, -0.8486, -3.2859], [0.5257, -2.0857, -2.7197], [0.0268, 0.5995, -3.6882], [6.0198, -0.6032, -1.1149], [-3.9063, 2.3553, -7.1179], [10.0491, -1.1015, 3.9787], [-2.6980, -2.5142, 5.8192], [-2.4055, 1.9618, -6.2198], [3.0019, -1.2878, 1.9338], [2.4615, 0.4159, 1.8416], [-2.0153, 5.2174, -0.5398], [-8.3082, -1.8710, -4.8817], [-1.9224, -3.5552, 7.1403], [0.0148, 0.3789, -1.9123], [6.3798, -1.3278, 1.4205], [-4.3190, 2.9091, -4.6333], [0.4031, -1.5620, 4.4633], [8.7486, -2.0643, 1.4816], [-6.6070, 0.8748, -5.6099], [4.7628, -1.8252, 3.0412], [5.4168, -0.6835, 4.1811], [2.5052, -0.4750, 3.4499], [2.7752, 1.5641, -3.7915], [4.0264, -2.2274, -1.7439], [6.5855, 0.4058, 2.2210], [-3.1000, 0.8124, -7.3470], [3.7707, -3.5508, 1.3738], [8.8404, -0.2887, 1.5904], [5.0682, 0.0070, 0.1050], [-2.0508, 5.5673, 1.8127], [-9.0564, 1.5015, -5.8750], [3.1393, -1.5340, -0.4308], [-0.9922, 3.8214, -0.3948], [0.2836, -2.6853, 6.6205], [-5.5787, 0.3245, -3.5088], [-7.6431, -0.1947, -3.8900], [9.7805, -4.0804, 1.7865], [10.9382, -0.8583, 2.4814], [-1.0706, 4.4556, 3.2562], [-8.4725, -2.5624, -6.4171], [3.4159, 0.7158, -1.5059], [-0.1014, -4.6302, -2.5496], [-9.9204, -1.9279, -5.6988], [1.1715, -1.0977, -1.0385], [-3.1928, 3.3908, -0.7443], [-0.3669, 5.5246, 1.3314], [2.6625, 0.0925, -4.6155], [7.7932, -0.6104, 3.8257], [2.0747, -2.8981, -2.3902], [11.4990, -4.2500, 1.9544], [4.9644, 0.7822, -3.7744], [3.5585, -4.1037, -0.3242], [-9.9139, 0.3332, -4.7944], [-2.6623, -1.6756, 8.0857], [-0.3636, -3.4765, 5.2622], [5.0168, -4.4867, 0.7376], [-0.7779, -3.4917, -1.4778], [0.4871, 1.8591, -2.4415]],
  "mol_weight_g_mol": 1206.641,
  "homo_ev": -1.1703,
  "lumo_energy_ev": 3.24,
  "total_charge": -2,
  "multiplicity": 1,
  "energy_ev": -139865.913
}

=====

(4)
{
  "formula": "C4H12O",
  "method": "the ωB97M-V functional and the def2-TZVPD basis",
  "symbols": ["O", "C", "C", "C", "C", "H", "H", "H", "H", "H", "H", "H", "H", "H", "H", "H", "H"],
  "coordinates": [[-1.6996, 0.6774, 3.7691], [0.9215, 0.9279, -1.7061], [1.4695, -1.5946, -1.4557], [-2.1147, 0.8351, 2.4169], [0.4650, -0.4581, -1.1734], [-0.5065, -0.7824, -1.4424], [2.5657, -1.3503, -1.3125], [0.2474, 1.7733, -1.3045], [-1.9072, 1.8984, 2.0795], [-3.1316, 0.6386, 2.5082], [2.0610, 0.9022, -1.4204], [0.8566, 1.0079, -2.7203], [-0.9604, 0.0080, 3.7199], [1.3384, -2.5540, -0.8701], [0.6584, -0.3823, -0.0761], [-1.5950, 0.3429, 1.5997], [1.3315, -1.8900, -2.6120]],
  "mol_weight_g_mol": 76.139,
  "homo_ev": -10.3099,
  "lumo_energy_ev": 0.80,
  "total_charge": 0,
  "smiles": "CCC.CO",
  "multiplicity": 1,
  "energy_ev": -6388.260,
  "de_lowest_kj_mol": 179.60
}